ORCA calculation (ωB97M-V/def2-TZVPD) on C2H6N2O in the gas phase in a non-equilibrium geometry.

```
11
C2H6N2O | the OMol25 dataset | ωB97M-V/def2-TZVPD
C 1.35864 -0.09595 0.57336
N 0.07601 0.19928 1.40196
C -0.91167 -0.17742 0.66598
N -0.88708 -0.46808 -0.76851
O -0.19942 0.14514 -1.75597
H 1.24099 -1.06020 0.10458
H 2.00196 0.09717 1.51690
H 1.64314 0.78341 0.03268
H -1.98038 -0.14460 1.10828
H -1.90854 -0.47458 -0.97678
H -0.43365 1.19583 -1.90247
```

Summary:
- Calculated total energy: -264.40922 hartree
- Structure (SMILES): C/N=C\NO
- Charge: 0
- Orbital gap: 9.639 eV

***

ORCA calculation (ωB97M-V/def2-TZVPD) on a molecular structure, C17H18N8RhS3.

```
47
C17H18N8RhS3 | the OMol25 dataset | ωB97M-V/def2-TZVPD
Rh 0.61633 -0.81943 0.15517
C 2.16750 1.46291 3.96605
C 1.35647 0.60141 3.02845
S 1.90469 0.62043 1.35238
C 0.30019 -0.12378 3.34862
C -0.31336 -0.25906 4.71353
S -0.54254 -1.04528 2.08864
H 2.96658 1.97390 3.42831
H 2.63164 0.86553 4.75207
H 1.54632 2.22616 4.43617
H 0.20720 0.36875 5.43500
H -0.26884 -1.29270 5.06575
H -1.36631 0.03255 4.70455
N -1.99902 1.35109 -2.29523
C -2.43335 2.59593 -1.74856
C -3.24128 3.41624 -2.50512
C -3.66531 4.63774 -1.98960
C -3.26742 5.02292 -0.72495
C -2.44494 4.18986 0.02960
C -2.03217 2.97369 -0.47942
S -1.02667 1.94134 0.55821
N -0.64289 0.64568 -0.51959
C -1.14985 0.49834 -1.69103
C -0.73913 -0.73009 -2.46712
C -1.11206 -0.96645 -3.77172
C -0.66819 -2.12358 -4.40617
C 0.13966 -3.00090 -3.71581
C 0.47395 -2.69450 -2.40632
N 0.04390 -1.59243 -1.79686
H -2.33097 1.13238 -3.21451
H -3.54371 3.10651 -3.49936
H -4.30120 5.27961 -2.58316
H -3.58927 5.97103 -0.31692
H -2.12905 4.48817 1.02246
H -1.73582 -0.27774 -4.32135
H -0.95490 -2.32472 -5.42963
H 0.51046 -3.90825 -4.17089
H 1.10356 -3.34854 -1.81995
N 4.61194 -4.23135 0.04918
N 3.52866 -3.56432 0.58003
N 3.02404 -3.87621 1.74772
C 1.98094 -3.05679 1.81089
N 1.89390 -2.31339 0.70535
N 2.89995 -2.65785 -0.08761
H 5.12041 -4.64357 0.82058
H 5.16521 -3.57100 -0.48129
H 1.30474 -2.98022 2.64347
```

Summary:
- Calculated total energy: -2401.54498 hartree
- Charge: +1
- Orbital gap: 5.541 eV

***

What did the first record say?
ORCA calculation (ωB97M-V/def2-TZVPD) on C2H6N2O in the gas phase in a non-equilibrium geometry.

```
11
C2H6N2O | the OMol25 dataset | ωB97M-V/def2-TZVPD
C 1.35864 -0.09595 0.57336
N 0.07601 0.19928 1.40196
C -0.91167 -0.17742 0.66598
N -0.88708 -0.46808 -0.76851
O -0.19942 0.14514 -1.75597
H 1.24099 -1.06020 0.10458
H 2.00196 0.09717 1.51690
H 1.64314 0.78341 0.03268
H -1.98038 -0.14460 1.10828
H -1.90854 -0.47458 -0.97678
H -0.43365 1.19583 -1.90247
```

Summary:
- Calculated total energy: -264.40922 hartree
- Structure (SMILES): C/N=C\NO
- Charge: 0
- Orbital gap: 9.639 eV